{"formula": "C22H63N5O10", "method": "the ωB97M-V functional and the def2-TZVPD basis", "e_above_lowest_kj_mol": 0.0, "molar_mass_g_mol": 557.77, "gap_ev": 9.06, "energy_ev": -51747.0923, "e_homo_ev": -8.600, "symbols": ["C", "H", "N", "H", "H", "H", "C", "N", "H", "C", "H", "H", "H", "C", "H", "H", "H", "H", "H", "H", "N", "H", "H", "O", "O", "H", "H", "C", "H", "H", "C", "H", "H", "H", "O", "O", "H", "H", "N", "H", "C", "O", "C", "H", "C", "O", "H", "H", "H", "H", "C", "H", "H", "H", "H", "H", "H", "C", "H", "H", "H", "H", "C", "C", "C", "C", "H", "H", "O", "H", "H", "H", "C", "H", "O", "H", "H", "H", "H", "H", "H", "H", "H", "C", "C", "H", "H", "N", "O", "H", "H", "C", "C", "C", "H", "C", "O", "H", "H", "H"], "coordinates": [[-3.51091, -0.82052, -1.84566], [-2.95769, 1.43629, -0.31835], [-0.17545, -2.43740, -3.24503], [-0.10438, -2.67304, -2.46497], [4.49270, 0.15059, -0.49635], [-4.32633, -1.44086, -2.08123], [0.82236, 2.73182, -3.40621], [-0.25592, -0.26971, 2.98479], [-0.49022, -2.05795, 8.31801], [3.57017, 0.47866, 0.22956], [1.56379, 5.18518, -4.79462], [0.30576, -1.93351, -6.08109], [0.35669, -4.21259, -4.16806], [-3.75354, -2.19599, 2.98231], [-1.50630, 5.14540, 1.67642], [-4.63735, -0.16827, -0.17631], [-1.96660, -2.28035, 7.08314], [0.49783, 3.19598, -2.41918], [1.80905, -4.39559, -2.28619], [-4.33666, -2.99725, 2.57648], [0.99075, 0.22693, -2.97340], [4.63783, -3.73315, -3.12536], [-0.24385, 5.52451, -4.75833], [2.97114, -4.35146, -4.12465], [-3.65836, -1.21953, 1.91053], [-1.79243, 2.64140, 1.54239], [-1.75157, 1.66293, -4.56496], [-1.02076, 3.09971, 2.31505], [-0.99029, -0.90604, 2.68938], [-1.02931, 0.49268, -0.34837], [0.49474, 3.18669, 1.79065], [1.22691, 1.45626, 4.60406], [0.91507, 3.67954, 2.63481], [1.80278, -1.49644, -5.21172], [0.17283, 3.58625, -4.43437], [1.82137, -3.88349, -0.00688], [-1.47599, -0.51645, 7.86975], [0.88172, 5.06481, -3.14924], [-2.66608, 0.60472, -0.00795], [4.98015, -5.15313, -4.17925], [0.71731, -3.21262, -4.05619], [3.53747, -0.18420, 1.43666], [1.11181, -2.33302, -5.42344], [-3.84461, -2.45635, 0.69091], [-1.04152, 1.08086, -3.81330], [0.49074, 3.98304, 0.63027], [-2.59334, -1.39749, -1.94559], [2.74524, -0.82464, 1.33687], [0.69447, -1.62631, 4.32934], [3.28808, 1.65351, 0.45634], [0.61537, 4.92186, -4.25935], [1.06588, 2.34522, 1.81398], [0.60396, -0.68703, -3.32867], [-3.64085, 0.08601, -2.52898], [2.50209, -4.18392, 0.36356], [2.47645, -2.78856, -2.72686], [-1.93950, 1.84089, 3.54765], [-3.60663, -0.47369, -0.35452], [1.77427, 3.09195, -3.45383], [-2.88245, 0.87728, 0.96013], [-1.05034, -2.85929, -3.59224], [2.75884, 0.09976, -0.42253], [4.17972, -4.75973, -3.43932], [0.47655, 1.24818, -3.83818], [-3.23233, -1.69560, 0.72257], [0.23504, -0.66867, 4.27013], [0.90595, 0.94597, -4.87880], [1.83476, 0.07235, -3.35873], [0.23829, -2.46970, -0.53735], [-4.00682, -1.53859, 3.87400], [-1.33536, 0.13595, 5.40222], [-2.28928, -2.10020, 0.74087], [-1.69695, 4.51354, 2.52631], [0.16748, -0.76125, -0.19027], [-0.04843, 0.16733, -0.53762], [1.76023, -3.13004, -5.99579], [2.24172, 3.49808, -0.34422], [1.57158, 0.36509, 5.70867], [2.28518, 0.36572, 4.18755], [2.30825, 4.67782, 1.06357], [-0.36896, 1.69221, 3.53428], [-1.56876, 4.97443, 3.38227], [4.00062, -5.25594, -2.63602], [1.75315, 4.37363, 0.18831], [-1.08561, -1.53727, 7.48156], [-1.29158, -0.01652, -3.68379], [0.44258, -0.43454, 2.15137], [-1.05892, 2.40765, 3.59614], [1.65103, -1.81196, 1.02336], [-2.86997, 4.27787, 2.71055], [-1.49842, 1.64290, -2.77900], [1.98990, -3.68311, -3.21242], [-0.83807, -0.67324, 5.28555], [1.33390, 0.35759, 4.71670], [-1.63579, -1.37183, 4.85445], [1.19421, -2.65565, 0.20196], [-0.22874, -1.23874, 6.39856], [-2.71965, -2.62626, 3.12909], [0.16833, 0.26070, -1.39726], [1.58878, 5.09095, -0.52110]], "forces_ev_per_a": [[0.62, 1.14, 0.63], [-1.40, 3.97, -2.99], [-3.00, 3.51, -16.00], [1.38, -4.45, 16.15], [-1.40, 1.61, 2.04], [-1.04, -1.07, -0.35], [-3.17, 0.58, -1.35], [0.83, -0.92, -3.46], [-0.88, 0.81, -1.46], [-0.14, 1.24, -1.78], [-0.58, -0.53, 0.10], [0.19, -0.69, 0.85], [-0.95, -0.47, -1.58], [2.43, 2.08, -0.59], [-0.36, 0.33, -0.33], [-0.02, -0.09, 0.55], [1.80, 1.84, 1.20], [-0.36, -1.61, -0.58], [-0.38, 1.31, -2.08], [-1.14, -0.53, 0.68], [-2.55, -0.95, 1.00], [-0.31, -1.68, -0.05], [1.60, -0.41, 1.51], [-1.04, 0.07, 0.95], [-0.03, 2.28, 3.85], [2.01, 0.37, 0.93], [2.03, -1.55, 1.01], [-0.98, 0.75, -1.22], [-0.40, 0.00, 0.19], [0.08, -0.82, 0.25], [-4.13, 2.90, 0.98], [-1.48, -0.40, -0.35], [0.78, 1.40, 0.79], [-0.33, -0.43, 0.34], [0.67, -0.70, 0.92], [-9.81, 3.76, -5.38], [0.06, -1.87, -0.30], [-1.04, 0.55, -1.41], [0.99, -2.58, 2.62], [-1.87, 0.11, 1.20], [3.35, 0.66, -0.77], [-0.88, -1.10, 0.29], [1.44, -3.39, 0.36], [-3.27, -4.66, -2.34], [-3.37, 1.89, 1.81], [-0.85, -0.67, 0.19], [0.21, 0.32, -0.79], [1.75, 0.78, 0.53], [0.41, -1.02, -0.25], [1.48, -2.58, -1.19], [-0.65, 0.55, -0.25], [1.09, -3.23, -1.04], [-0.64, 0.78, 0.87], [0.72, -1.11, 1.02], [8.80, -2.63, 5.62], [-0.11, -0.55, -0.53], [1.02, 0.69, 0.52], [0.97, -1.57, 0.58], [3.45, -0.30, -0.22], [0.74, -1.08, 0.45], [-0.15, 1.15, 0.64], [-0.13, 0.41, 0.21], [2.24, 6.53, -5.97], [-0.66, 1.17, -1.42], [-1.17, 4.57, -2.26], [2.29, 2.80, 0.11], [-0.91, 1.54, 1.20], [4.63, -0.35, -0.42], [-1.29, 0.28, -0.37], [-0.30, -1.62, -1.00], [-2.77, 6.13, 1.35], [3.04, -0.24, -0.41], [-3.10, -3.90, -3.58], [-0.35, -0.06, -0.67], [-2.27, 0.09, 6.59], [-1.26, 1.80, 0.59], [-0.05, 0.86, 0.71], [0.52, -0.94, 2.87], [0.17, -1.25, -0.36], [0.75, 0.43, -0.09], [0.36, -0.71, 0.11], [1.92, 2.18, 4.35], [-1.04, -3.79, 4.94], [0.51, -3.28, 0.84], [-1.23, -0.22, 0.10], [0.02, 1.36, -0.56], [-1.08, 0.39, 2.55], [-1.64, -0.22, -0.46], [-0.71, -1.43, -0.36], [2.31, 0.51, -1.17], [1.45, -1.63, -2.33], [1.71, 0.01, 0.43], [1.21, -7.10, -1.75], [0.40, 1.39, -2.40], [0.57, 0.21, 0.64], [2.43, -0.14, 0.99], [0.00, -0.49, 1.33], [-0.85, 0.32, 0.20], [2.18, 0.37, -5.96], [-0.09, 2.25, -1.60]]}

***

{"formula": "C22H64BO22", "method": "the ωB97M-V functional and the def2-TZVPD basis", "total_charge": -1, "molar_mass_g_mol": 691.54, "gap_ev": 9.13, "energy_ev": -69576.5993, "e_homo_ev": -7.363, "symbols": ["H", "O", "H", "O", "H", "H", "H", "H", "C", "C", "C", "H", "H", "H", "H", "H", "H", "C", "O", "H", "O", "H", "C", "O", "H", "C", "C", "H", "H", "H", "H", "C", "O", "O", "H", "C", "H", "H", "C", "O", "C", "H", "O", "H", "O", "H", "H", "H", "H", "H", "O", "C", "C", "H", "O", "H", "H", "H", "C", "H", "H", "H", "O", "O", "O", "O", "H", "B", "H", "H", "H", "C", "H", "H", "H", "C", "O", "H", "O", "C", "H", "H", "H", "C", "H", "C", "H", "H", "H", "H", "O", "H", "H", "C", "H", "H", "H", "H", "H", "H", "H", "H", "H", "C", "C", "O", "O", "O", "H"], "coordinates": [[-3.18194, -2.78801, 0.44574], [1.44678, 4.64086, 1.09898], [2.71116, -7.84597, 3.29581], [-3.84757, 4.22965, 1.36897], [-3.58449, 1.40026, 3.52960], [-0.35221, 4.01680, 0.53801], [0.65166, -1.38907, 6.49754], [-1.60202, -1.14031, -3.39454], [4.03452, -4.95489, 2.53816], [-2.68692, 1.83968, 3.96478], [1.40288, 3.86000, -6.94691], [1.58863, 4.92651, -7.07407], [3.32519, -6.07306, -1.92006], [0.17638, -2.35427, 4.17968], [4.95806, -5.24551, 3.03889], [-3.96733, -1.03007, 2.93543], [-0.19731, -0.24291, -3.79402], [-1.51418, -0.85490, -5.50710], [-2.08629, 0.71967, -3.59210], [-3.53685, 4.01599, 2.24876], [2.95340, -6.93246, 3.46439], [-2.29484, 3.64719, 4.44982], [0.23646, 1.53667, -1.41396], [1.23131, 0.65080, -1.27451], [-1.84035, 0.00732, 3.45917], [1.46623, 5.54136, -1.97792], [-3.91061, -2.03489, 2.51683], [0.86835, -3.06495, 6.22725], [2.52989, 1.59665, 0.75831], [5.83769, -1.66035, 3.99960], [-0.62469, 5.29139, -1.99308], [1.13740, 3.58307, -5.49609], [0.02710, 2.36079, -2.33319], [0.92139, -1.70468, -0.50386], [4.36711, -4.47318, 1.61869], [0.13906, 5.80179, -2.57983], [-0.77220, -3.82405, -0.87185], [1.23182, -0.94857, 4.10337], [-5.02905, 1.71225, -0.95282], [2.97972, 2.36946, 1.09984], [-0.39645, -3.57435, -3.00977], [-0.71702, -1.55276, -5.76330], [-5.65831, 0.99943, -1.97784], [-5.06115, 0.31833, -2.29577], [2.60463, -1.93056, 6.21325], [-4.19643, -1.32283, 0.51478], [2.79248, -2.38884, 7.03562], [-2.62059, -1.23914, 1.14732], [1.18948, -4.48446, -2.73637], [-5.57709, -2.61804, 3.33027], [-1.65298, 2.12296, -0.10932], [1.16804, -1.98362, 4.43910], [3.24896, -6.18746, 2.23802], [-3.41543, 3.59227, 0.80045], [-2.57330, 3.17128, 3.66397], [-2.13348, -3.94194, -2.06799], [2.30384, -5.86582, 1.80053], [-0.53835, 1.01265, 4.13165], [-1.22251, -3.41844, -1.77783], [1.64651, 4.39863, -4.98252], [-2.81040, 1.71621, 5.04069], [-0.06836, 6.87128, -2.61572], [1.85709, -0.21627, 0.92551], [-5.15584, -2.74130, 2.47649], [2.06360, -3.58484, 0.15932], [1.63665, 2.35983, -5.16813], [0.10061, 3.66298, -5.16934], [0.89550, -0.24456, -0.16462], [-4.11594, 1.17075, -0.70566], [-0.19242, 3.92410, 2.30770], [-1.26474, 1.15756, 2.54683], [-0.77184, 1.30926, -0.32474], [2.35370, 5.51693, -2.61028], [-4.80354, 2.63131, -1.49372], [3.93871, -6.68367, 1.55530], [1.28441, -2.09404, 5.95832], [0.30077, -4.81661, -2.88288], [1.60553, 5.92350, 0.03283], [1.60675, 6.42552, -0.78544], [2.47338, -1.33415, 1.21146], [-5.61378, 1.79611, -0.03676], [1.93709, 3.82980, 1.25192], [-3.27775, -2.69080, 3.11464], [-1.25345, -0.33890, -4.04595], [1.47676, 4.50555, -1.63869], [1.84155, -2.36256, 0.20840], [-2.41560, -1.45257, -5.64250], [0.62764, 3.55711, -7.65072], [-1.39584, -0.06147, -6.24505], [2.96170, -5.01853, -0.89648], [3.39628, -1.53582, 2.05618], [4.70954, -2.24551, 3.17696], [-1.56427, -2.40103, -1.58757], [-1.49257, 1.02999, 3.60509], [0.87721, 1.91295, -4.78717], [2.29457, 3.34551, -7.30509], [0.31814, -2.75131, -3.00057], [-0.52902, 5.49667, 1.37453], [3.83508, 2.35866, 0.67033], [-0.87783, -3.51166, -3.98571], [1.85487, -2.62989, 3.89259], [3.56256, -4.23822, 3.21027], [0.17695, 5.40952, -3.59609], [-0.00678, 4.54146, 1.42880], [-3.46210, -1.92503, 1.04979], [-0.42340, 0.19729, 0.29900], [5.60239, -2.42381, 3.47237], [3.18249, -5.13177, -1.82095], [-1.66025, 1.49114, -3.21144]], "forces_ev_per_a": [[-0.16, -0.22, 0.60], [-1.61, 1.39, 1.29], [0.00, 0.11, -0.43], [-0.47, 0.37, -0.32], [0.01, 0.24, -0.40], [-0.76, -0.22, 0.34], [-0.12, 0.51, -0.13], [0.37, -0.50, -0.11], [0.91, 0.32, 1.03], [0.17, -1.53, 1.84], [-0.20, 0.51, -1.18], [-0.14, 0.09, -0.25], [0.01, -0.22, -0.16], [-0.28, 0.17, -0.26], [0.11, -0.03, 0.14], [-0.23, -0.01, 0.13], [0.15, 0.54, -0.38], [1.10, 0.56, 0.67], [-0.63, 0.30, -0.69], [0.26, -0.19, 0.35], [0.62, 0.70, -0.53], [0.04, 0.12, -0.14], [-0.31, 1.78, -3.34], [-0.35, 0.77, -0.37], [0.09, -0.52, 0.83], [0.54, -0.20, 3.09], [-0.31, -1.83, -1.54], [0.36, -0.46, 0.25], [-0.07, -0.43, 0.12], [0.02, 0.15, 0.11], [-0.12, 0.11, -0.17], [-0.10, 1.99, -0.52], [1.38, -2.64, 2.57], [0.68, -0.13, -0.01], [-0.38, 0.15, -0.02], [-0.09, 0.17, -0.85], [0.10, -0.04, -0.35], [0.27, -0.07, -0.09], [1.09, -0.07, -0.68], [0.08, 0.32, 0.17], [1.49, 0.45, 0.51], [0.26, -0.10, 0.22], [-1.35, -1.43, -0.61], [-0.06, 0.07, -0.03], [2.23, -0.09, 1.49], [-0.27, -0.24, -0.07], [0.43, 0.14, 0.11], [0.56, -0.14, -0.57], [0.60, -0.94, 0.25], [-0.20, -0.16, 0.06], [0.77, -1.98, 0.23], [-1.44, 0.04, 0.16], [-0.38, 0.11, 0.70], [0.25, -0.20, -0.21], [0.00, 1.96, -0.34], [-0.37, -0.43, 0.88], [-0.02, -0.48, -0.45], [-0.41, 0.47, 0.50], [-2.12, 0.10, -0.51], [0.28, -0.12, 0.60], [-0.38, 0.06, 0.33], [-0.03, -0.01, -0.04], [1.01, 1.40, 1.31], [-0.55, 0.58, 0.39], [-0.56, 3.63, 0.16], [0.13, -2.06, 0.85], [-0.26, 0.16, -0.42], [-0.24, -1.59, 0.00], [0.30, 0.45, 0.32], [-0.02, 0.41, 0.12], [0.30, 0.78, -0.15], [-0.87, 1.62, 0.40], [-0.03, 1.09, -0.27], [0.36, 0.71, 1.25], [-0.64, -0.93, -0.18], [-1.78, -0.44, -1.90], [0.21, 0.53, -0.66], [0.18, -0.84, 0.03], [0.29, 0.23, -2.44], [2.97, -1.43, 1.75], [-0.29, 0.28, -0.28], [-0.05, -0.56, 0.08], [0.70, 0.47, 0.05], [-1.16, -1.34, 0.28], [-0.13, -0.18, 0.35], [-0.24, -2.81, 0.14], [-0.30, 0.58, 0.21], [-0.29, -0.01, 0.16], [-0.46, 0.11, 0.00], [-0.25, 0.34, 0.37], [-4.09, 1.11, -3.49], [-0.32, 0.11, -0.25], [0.27, 0.19, 0.00], [0.26, -1.60, -2.32], [0.45, -0.57, 0.39], [0.19, -0.05, 0.40], [0.41, 0.06, -0.26], [0.63, 0.17, 0.58], [0.23, 0.14, -0.10], [-0.60, -0.16, 0.24], [0.29, 0.19, 0.38], [-0.25, -0.02, -0.24], [-0.52, -0.03, -0.08], [1.65, -1.24, -1.99], [0.48, 1.57, 0.92], [-0.68, 0.14, 0.46], [0.56, -0.27, 0.23], [0.21, -0.06, -0.41], [0.64, -0.04, -0.19]]}